1.
The following is a DFT calculation (ωB97M-V/def2-TZVPD) of C11H14ClI2NOPV as an isolated structure at a distorted geometry.

Structure (XYZ):
```
32
Properties=species:S:1:pos:R:3:forces:R:3
C -4.85712 1.36426 3.47693 0.02 -0.79 -0.06
H -3.81289 -1.73014 2.40107 -0.11 0.07 0.12
H 4.12147 -1.31888 -0.10302 0.21 -0.07 0.25
C 3.67910 0.08041 -2.65040 0.48 1.42 0.15
H -3.85451 3.21801 3.05897 0.06 -0.03 -0.02
I 1.39003 2.63701 -2.59483 -0.41 -0.05 -0.79
H 2.92476 -2.26516 -3.66822 -0.40 -0.01 0.34
H 1.39480 -1.36886 -3.82961 -0.15 -0.10 -0.21
C -3.82077 -0.65726 2.55623 -0.50 0.40 0.29
N -0.92481 -1.05039 0.63310 -1.79 1.62 1.38
C -4.84590 -0.03277 3.29451 0.22 -0.51 -0.26
Cl 0.56173 -4.07914 -0.27749 -0.07 1.16 -0.01
C 1.99721 -1.96816 -3.15092 -0.40 0.04 0.29
H -5.66145 1.82437 4.05266 0.24 -0.13 -0.18
H 4.43623 -2.24803 -1.58268 -0.16 -0.09 0.02
C 0.30100 4.34874 -0.26748 -1.73 3.28 1.42
H -2.01735 2.14784 1.73145 -0.60 -0.23 0.38
H 4.33972 -0.65432 -3.12479 -0.34 -0.13 0.24
C -3.84817 2.14461 2.92850 0.79 -0.43 -0.64
C -2.78670 0.13504 1.98705 -0.58 0.77 0.47
H 4.29319 0.71798 -1.98521 -0.45 -0.44 -0.38
P 2.41676 -0.87460 -1.71822 1.70 -2.00 -1.09
C -2.82282 1.54392 2.18430 0.35 0.33 -0.14
H 3.23937 0.70664 -3.42680 0.03 -0.15 0.16
O -0.08654 5.37867 0.06437 1.09 -2.70 -0.93
C -1.74694 -0.45515 1.24058 0.77 -1.30 -0.65
H 3.20497 -2.81303 -0.39965 0.26 -0.10 0.02
V 0.46823 -1.90487 -0.38068 0.81 -0.55 -0.60
H 1.43257 -2.85899 -2.84706 0.11 0.01 -0.25
I 2.87799 2.62110 -0.46268 0.54 -0.04 0.66
C 3.67138 -1.94352 -0.86825 -0.78 0.29 0.45
H -5.66452 -0.64533 3.72826 0.79 0.46 -0.40
```
Positions in Å, forces in eV/Å.

Net charge   +2
Spin multiplicity   3
Kohn-Sham gap (alpha / beta)   0.17586 / 0.22072 Ha
Lowest unoccupied orbital energy (alpha / beta)   -10.07 / -8.85 eV
HOMO level (alpha / beta)   -14.853 / -14.855 eV

=====

2.
The following is a DFT calculation (ωB97M-V/def2-TZVPD) of one molecule with the formula C11H14ClNO4S at a distorted geometry.

Structure (XYZ):
```
32
Properties=species:S:1:pos:R:3:forces:R:3
S -1.29774 0.24574 1.55933 0.26 -0.06 -0.40
H 5.26336 0.33729 -0.19269 -0.01 -0.03 0.03
H -3.43279 -1.04320 -1.83417 -0.06 0.03 0.04
H -1.60489 0.29120 -2.63531 -0.01 0.09 -0.01
H -0.24623 -2.09030 0.34664 -0.04 -0.18 -0.11
C -3.88027 -0.12320 -1.43031 0.03 -0.10 0.32
C 2.96765 -0.95684 0.46233 -0.14 0.01 0.01
H -3.65784 -0.81204 0.62597 -0.18 0.02 -0.09
C -2.10805 1.16841 -2.20085 0.35 0.03 0.18
H 5.44556 -0.42865 1.41315 -0.02 0.00 -0.04
O -3.50153 0.98028 -2.22146 -0.16 0.14 -0.06
C 0.59031 -1.43928 0.53725 0.29 -0.13 -0.05
H -1.90914 2.04747 -2.81572 0.08 -0.08 0.06
H -2.00845 2.30559 -0.35431 0.07 -0.05 -0.08
H 6.16247 -1.19114 -0.02766 -0.04 0.08 0.04
O -1.91345 -0.80720 2.30785 -0.08 -0.26 -0.14
C -3.43065 0.06338 0.01880 -0.52 -0.17 -0.02
H -4.96743 -0.18421 -1.49292 0.08 -0.08 0.06
O -1.29285 1.56966 2.11682 0.19 0.06 -0.16
O 4.18099 -1.41197 0.09185 -0.40 -0.10 0.00
N -1.98916 0.23616 0.02303 0.49 -0.21 0.84
Cl 2.17786 -3.31774 -0.56392 -0.05 -0.23 -0.10
C 1.42880 0.63844 1.41247 -0.16 0.05 0.05
C 1.87627 -1.80603 0.19693 -0.02 0.18 0.10
H 1.22210 1.58364 1.88843 0.05 0.14 0.04
H -3.92949 0.94384 0.44862 -0.04 -0.08 -0.04
C -1.59366 1.37839 -0.77397 0.05 0.40 -0.49
C 0.37913 -0.21342 1.14311 -0.54 0.33 0.15
H 3.53498 0.94206 1.29463 0.09 0.04 0.01
C 5.31666 -0.61499 0.34313 0.23 0.17 0.05
C 2.72158 0.26973 1.07561 0.20 -0.13 -0.06
H -0.50410 1.43891 -0.76264 0.01 0.13 -0.15
```
Positions in Å, forces in eV/Å.

Net charge   0
Kohn-Sham gap   0.35827 Ha
Lowest unoccupied orbital energy   0.56 eV
HOMO level   -9.187 eV
Structure (SMILES)   COc1ccc(S(=O)(=O)N2CCOCC2)cc1Cl

=====

3.
The following is a DFT calculation (ωB97M-V/def2-TZVPD) of C11H14IrN2O5S as an isolated structure.

Structure (XYZ):
```
34
Properties=species:S:1:pos:R:3:forces:R:3
C -1.45869 1.53924 -0.29754 0.02 -0.02 0.05
C 0.06258 1.56817 -0.62766 -0.12 -0.02 0.03
H -1.02585 -4.94649 -0.60507 0.00 0.01 0.00
O 1.35090 1.18814 1.88277 0.11 -0.03 0.11
H 1.98094 1.92041 1.84296 -0.03 0.03 -0.06
N -1.58301 1.15836 1.09276 0.02 0.08 -0.07
C 0.75335 -6.19164 -0.71032 -0.01 -0.01 -0.01
H -3.10640 -0.22322 0.81414 -0.01 -0.01 0.00
C 2.11466 -6.20208 -0.44712 0.02 0.00 0.00
H -0.74509 2.97140 1.60334 -0.01 0.01 0.00
O 0.56414 0.34208 -0.76053 0.10 -0.05 -0.03
H 2.70308 -7.08712 -0.65034 0.00 0.00 0.00
C 2.73331 -5.07095 0.07518 -0.03 -0.01 -0.01
N 0.64928 -3.96629 0.06919 -0.01 -0.06 0.01
O -0.09302 -1.07807 1.75386 -0.01 -0.01 0.05
C 1.97424 -3.94386 0.32785 -0.07 0.02 -0.04
H 0.06153 0.56499 3.34897 0.00 -0.01 -0.02
C -0.97986 2.02738 2.09220 0.02 0.00 0.04
H 0.24859 -7.05488 -1.11834 0.00 0.00 0.00
C 0.27533 1.47344 2.79915 -0.07 0.01 -0.04
H -2.45450 -0.11632 2.48844 0.00 0.00 0.00
H -1.84378 2.55249 -0.43007 -0.01 0.00 0.00
Ir 1.65670 -0.67090 0.51878 -0.07 0.05 -0.02
H -1.98366 0.82547 -0.92762 -0.01 0.00 0.00
O 0.67590 2.58380 -0.69118 0.01 0.03 0.00
H 3.79435 -5.05617 0.28048 0.00 0.00 0.00
O -1.45412 -2.09639 0.29970 0.02 -0.01 0.02
C -2.21552 -0.09230 1.42628 0.02 0.01 -0.01
H -1.72758 2.20452 2.87228 0.00 0.00 -0.01
C -1.19027 -1.23013 1.10890 -0.09 -0.05 -0.06
C 0.03768 -5.04613 -0.43788 0.00 0.00 0.00
H 0.02913 -3.15899 0.26432 0.04 0.01 -0.02
H 0.59684 2.24789 3.49454 0.03 -0.01 0.01
S 2.77332 -2.54174 1.02509 0.12 0.03 0.06
```
Positions in Å, forces in eV/Å.

Net charge   +2
Spin multiplicity   6
Kohn-Sham gap (alpha / beta)   0.33695 / 0.23856 Ha
Lowest unoccupied orbital energy (alpha / beta)   -6.77 / -9.95 eV
HOMO level (alpha / beta)   -15.939 / -16.441 eV
ΔE to the lowest compared entry with this formula, charge and spin   0.00 kcal per mole

=====

4.
The following is a DFT calculation (ωB97M-V/def2-TZVPD) of a 2-piece molecular cluster, C11H14N2 overall at a distorted geometry.

Structure (XYZ):
```
27
Properties=species:S:1:pos:R:3:forces:R:3
H -3.18128 3.35790 0.43209 -0.63 -0.09 -0.30
C 0.49258 -3.19221 -0.96366 0.12 -0.10 -0.34
H -1.39284 -3.36723 -1.89311 -0.04 0.04 -0.10
C 1.14893 1.33393 0.11422 -0.07 -0.44 -1.04
H -0.82018 -2.78261 0.84696 -0.28 0.13 -0.54
C 2.28774 -3.08355 0.21394 0.17 0.19 0.39
H -2.11056 4.74274 0.22392 -0.06 0.58 -0.38
H 3.31055 -3.05208 0.55422 0.04 -0.11 -0.13
C 0.09955 -2.86944 0.29182 0.29 -0.23 1.06
N 1.25841 -2.82878 1.04887 -0.95 0.26 -0.21
C -0.11210 2.77195 1.56088 -0.54 0.14 0.12
H 0.20573 0.82901 -1.78244 0.13 0.06 -0.10
H -0.22143 3.30463 2.49065 0.03 0.05 0.29
H 1.21212 -2.53918 2.00544 0.61 -0.03 0.22
C -2.28770 3.83985 0.77205 0.63 -0.65 0.77
C 0.14953 1.38478 -0.85999 0.09 1.02 1.27
H -0.19140 -4.50132 -2.48362 0.06 0.05 -0.12
C -0.34127 -3.46945 -2.16344 -0.39 -0.22 0.24
N 1.86396 -3.31838 -0.99348 0.18 0.00 -0.45
C -1.11976 2.90353 0.60248 0.89 0.22 -0.18
H -1.62860 2.35676 -1.41748 -0.21 0.08 0.28
H -2.41974 4.09152 1.82296 -0.03 0.08 0.03
H 1.79158 1.84539 2.01659 0.50 0.32 0.84
H -0.14002 -2.80904 -3.00197 0.17 0.08 -0.03
C 1.00840 2.00406 1.32085 -0.14 -0.50 -0.99
H 2.05637 0.80483 -0.15949 -0.01 -0.18 0.48
C -0.91855 2.24236 -0.59925 -0.58 -0.76 -1.08
```
Positions in Å, forces in eV/Å.

Net charge   0
Kohn-Sham gap   0.34724 Ha
Lowest unoccupied orbital energy   0.81 eV
HOMO level   -8.639 eV
Structure (SMILES)   Cc1c[nH]cn1.Cc1ccccc1
ΔE to the lowest compared entry with this formula, charge and spin   4.69 kcal per mole

=====

Copy entry 3 word for word.
The following is a DFT calculation (ωB97M-V/def2-TZVPD) of C11H14IrN2O5S as an isolated structure.

Structure (XYZ):
```
34
Properties=species:S:1:pos:R:3:forces:R:3
C -1.45869 1.53924 -0.29754 0.02 -0.02 0.05
C 0.06258 1.56817 -0.62766 -0.12 -0.02 0.03
H -1.02585 -4.94649 -0.60507 0.00 0.01 0.00
O 1.35090 1.18814 1.88277 0.11 -0.03 0.11
H 1.98094 1.92041 1.84296 -0.03 0.03 -0.06
N -1.58301 1.15836 1.09276 0.02 0.08 -0.07
C 0.75335 -6.19164 -0.71032 -0.01 -0.01 -0.01
H -3.10640 -0.22322 0.81414 -0.01 -0.01 0.00
C 2.11466 -6.20208 -0.44712 0.02 0.00 0.00
H -0.74509 2.97140 1.60334 -0.01 0.01 0.00
O 0.56414 0.34208 -0.76053 0.10 -0.05 -0.03
H 2.70308 -7.08712 -0.65034 0.00 0.00 0.00
C 2.73331 -5.07095 0.07518 -0.03 -0.01 -0.01
N 0.64928 -3.96629 0.06919 -0.01 -0.06 0.01
O -0.09302 -1.07807 1.75386 -0.01 -0.01 0.05
C 1.97424 -3.94386 0.32785 -0.07 0.02 -0.04
H 0.06153 0.56499 3.34897 0.00 -0.01 -0.02
C -0.97986 2.02738 2.09220 0.02 0.00 0.04
H 0.24859 -7.05488 -1.11834 0.00 0.00 0.00
C 0.27533 1.47344 2.79915 -0.07 0.01 -0.04
H -2.45450 -0.11632 2.48844 0.00 0.00 0.00
H -1.84378 2.55249 -0.43007 -0.01 0.00 0.00
Ir 1.65670 -0.67090 0.51878 -0.07 0.05 -0.02
H -1.98366 0.82547 -0.92762 -0.01 0.00 0.00
O 0.67590 2.58380 -0.69118 0.01 0.03 0.00
H 3.79435 -5.05617 0.28048 0.00 0.00 0.00
O -1.45412 -2.09639 0.29970 0.02 -0.01 0.02
C -2.21552 -0.09230 1.42628 0.02 0.01 -0.01
H -1.72758 2.20452 2.87228 0.00 0.00 -0.01
C -1.19027 -1.23013 1.10890 -0.09 -0.05 -0.06
C 0.03768 -5.04613 -0.43788 0.00 0.00 0.00
H 0.02913 -3.15899 0.26432 0.04 0.01 -0.02
H 0.59684 2.24789 3.49454 0.03 -0.01 0.01
S 2.77332 -2.54174 1.02509 0.12 0.03 0.06
```
Positions in Å, forces in eV/Å.

Net charge   +2
Spin multiplicity   6
Kohn-Sham gap (alpha / beta)   0.33695 / 0.23856 Ha
Lowest unoccupied orbital energy (alpha / beta)   -6.77 / -9.95 eV
HOMO level (alpha / beta)   -15.939 / -16.441 eV
ΔE to the lowest compared entry with this formula, charge and spin   0.00 kcal per mole